(1)
C19H8Cl64FS | wB97M-V/def2-TZVPD

total charge = +1
ΔE to the lowest compared entry with this formula, charge and spin = 0.0 kcal/mol

Each atom is followed by the atoms it is bonded to, with distances in Å.
CARTESIAN COORDINATES (ANGSTROEM)
1 C -5.11 0.53 2.93  C2 1.531, H6 1.089, H7 1.088, H8 1.091
2 C -4.48 0.13 1.60  C1 1.531, C3 1.508, H9 1.092, H10 1.092
3 C -3.30 0.97 1.15  C2 1.508, F4 1.365, S5 1.854, H11 1.094
4 F -3.02 0.71 -0.16  C3 1.365
5 S -3.51 2.81 1.18  C3 1.854, H12 1.348, H13 1.349
6 H -4.67 -0.01 3.77  C1 1.089
7 H -6.17 0.27 2.91  C1 1.088
8 H -5.07 1.60 3.15  C1 1.091
9 H -5.20 0.07 0.79  C2 1.092
10 H -4.08 -0.88 1.71  C2 1.092
11 H -2.39 0.78 1.73  C3 1.094
12 H -3.27 3.09 2.48  S5 1.348
13 H -4.84 3.03 1.08  S5 1.349
14 C -1.63 -2.98 2.27  Cl15 1.768, Cl16 1.758, Cl17 1.770, Cl18 1.778
15 Cl -3.08 -3.97 2.06  C14 1.768
16 Cl -0.29 -3.98 2.79  C14 1.758
17 Cl -1.24 -2.20 0.73  C14 1.770
18 Cl -1.93 -1.73 3.50  C14 1.778
19 C 1.46 -4.38 -2.07  Cl20 1.770, Cl21 1.767, Cl22 1.768, Cl23 1.763
20 Cl 0.76 -4.50 -0.45  C19 1.770
21 Cl 0.25 -3.81 -3.21  C19 1.767
22 Cl 2.80 -3.21 -2.03  C19 1.768
23 Cl 2.07 -5.96 -2.56  C19 1.763
24 C 0.20 2.58 0.74  Cl25 1.769, Cl26 1.756, Cl27 1.780, Cl28 1.764
25 Cl -0.72 3.30 -0.59  C24 1.769
26 Cl 1.90 2.97 0.59  C24 1.756
27 Cl -0.40 3.21 2.30  C24 1.780
28 Cl -0.01 0.83 0.70  C24 1.764
29 C -1.93 -0.39 -4.21  Cl30 1.764, Cl31 1.769, Cl32 1.769, Cl33 1.765
30 Cl -0.19 -0.11 -4.25  C29 1.764
31 Cl -2.25 -2.08 -4.61  C29 1.769
32 Cl -2.52 -0.05 -2.58  C29 1.769
33 Cl -2.74 0.66 -5.38  C29 1.765
34 C 3.39 1.74 -4.63  Cl35 1.766, Cl36 1.763, Cl37 1.770, Cl38 1.769
35 Cl 2.90 2.69 -6.04  C34 1.766
36 Cl 5.14 1.85 -4.42  C34 1.763
37 Cl 2.60 2.39 -3.19  C34 1.770
38 Cl 2.93 0.05 -4.87  C34 1.769
39 C 3.57 -3.75 4.80  Cl40 1.770, Cl41 1.769, Cl42 1.764, Cl43 1.762
40 Cl 2.79 -2.22 4.42  C39 1.770
41 Cl 2.50 -5.09 4.35  C39 1.769
42 Cl 5.08 -3.88 3.88  C39 1.764
43 Cl 3.92 -3.83 6.52  C39 1.762
44 C -7.11 -4.99 3.43  Cl45 1.769, Cl46 1.773, Cl47 1.761, Cl48 1.762
45 Cl -5.75 -5.64 2.50  C44 1.769
46 Cl -7.38 -3.30 2.97  C44 1.773
47 Cl -8.56 -5.92 3.09  C44 1.761
48 Cl -6.73 -5.08 5.15  C44 1.762
49 C 7.97 -2.49 8.18  Cl50 1.766, Cl51 1.768, Cl52 1.765, Cl53 1.767
50 Cl 9.27 -1.35 7.81  C49 1.766
51 Cl 6.89 -2.63 6.79  C49 1.768
52 Cl 8.67 -4.07 8.55  C49 1.765
53 Cl 7.06 -1.91 9.58  C49 1.767
54 C 8.32 4.33 -3.09  Cl55 1.764, Cl56 1.768, Cl57 1.764, Cl58 1.769
55 Cl 10.05 4.70 -3.05  C54 1.764
56 Cl 8.10 2.61 -3.40  C54 1.768
57 Cl 7.59 4.75 -1.54  C54 1.764
58 Cl 7.56 5.26 -4.38  C54 1.769
59 C 3.49 -1.67 -8.77  Cl60 1.765, Cl61 1.765, Cl62 1.764, Cl63 1.770
60 Cl 4.71 -2.89 -8.42  C59 1.765
61 Cl 3.97 -0.13 -8.05  C59 1.765
62 Cl 3.32 -1.48 -10.52  C59 1.764
63 Cl 1.94 -2.16 -8.08  C59 1.770
64 C 8.68 6.07 2.35  Cl65 1.766, Cl66 1.764, Cl67 1.764, Cl68 1.771
65 Cl 8.28 7.73 1.89  C64 1.766
66 Cl 9.57 5.30 1.04  C64 1.764
67 Cl 9.65 6.08 3.82  C64 1.764
68 Cl 7.18 5.18 2.64  C64 1.771
69 C -1.50 3.42 6.13  Cl70 1.760, Cl71 1.790, Cl72 1.762, Cl73 1.755
70 Cl -0.24 4.50 5.57  C69 1.760
71 Cl -2.84 3.42 4.94  C69 1.790
72 Cl -0.87 1.78 6.26  C69 1.762
73 Cl -2.13 3.96 7.68  C69 1.755
74 C -6.32 -1.10 -5.88  Cl75 1.765, Cl76 1.774, Cl77 1.765, Cl78 1.765
75 Cl -5.08 -1.94 -6.80  C74 1.765
76 Cl -5.74 -0.80 -4.23  C74 1.774
77 Cl -6.69 0.44 -6.65  C74 1.765
78 Cl -7.78 -2.09 -5.81  C74 1.765
79 C -4.57 0.61 -10.47  Cl80 1.765, Cl81 1.769, Cl82 1.765, Cl83 1.766
80 Cl -3.32 -0.22 -11.39  C79 1.765
81 Cl -3.98 0.92 -8.83  C79 1.769
82 Cl -4.97 2.15 -11.25  C79 1.765
83 Cl -6.01 -0.40 -10.39  C79 1.766
84 C -5.86 -6.50 8.90  Cl85 1.773, Cl86 1.766, Cl87 1.764, Cl88 1.763
85 Cl -6.45 -4.91 8.38  C84 1.773
86 Cl -5.04 -7.29 7.56  C84 1.766
87 Cl -4.73 -6.28 10.24  C84 1.764
88 Cl -7.22 -7.48 9.43  C84 1.763
89 C 2.88 6.85 -2.56  Cl90 1.764, Cl91 1.770, Cl92 1.766, Cl93 1.765
90 Cl 4.46 6.42 -3.21  C89 1.764
91 Cl 2.04 5.37 -2.06  C89 1.770
92 Cl 3.08 7.91 -1.15  C89 1.766
93 Cl 1.93 7.68 -3.79  C89 1.765

***

(2)
C8H18N4Si | wB97M-V/def2-TZVPD

SMILES string = CC(C)(C)[Si](C)(C)Nc1nnc[nH]1

Each atom is followed by the atoms it is bonded to, with distances in Å.
CARTESIAN COORDINATES (ANGSTROEM)
1 C -4.03 -2.02 -1.02  N9 1.316, N11 1.443, H14 1.124
2 C -2.07 -1.32 -0.39  N10 1.335, N11 1.375, N12 1.336
3 C 2.10 0.88 -1.26  C8 1.545, H15 1.085, H16 1.152, H17 1.130
4 C 2.47 1.44 1.20  C8 1.572, H18 1.129, H19 1.096, H20 1.082
5 C 2.25 -0.96 0.32  C8 1.558, H21 1.153, H22 1.149, H23 1.128
6 C -0.53 0.44 2.32  Si13 1.879, H24 1.104, H25 1.015, H26 1.064
7 C -0.82 1.74 -0.87  Si13 1.903, H27 1.103, H28 1.090, H29 1.127
8 C 1.71 0.50 0.19  C3 1.545, C4 1.572, C5 1.558, Si13 1.878
9 N -4.22 -1.28 0.06  C1 1.316, N10 1.334
10 N -3.01 -0.84 0.43  C2 1.335, N9 1.334
11 N -2.64 -2.06 -1.39  C1 1.443, C2 1.375, H30 0.969
12 N -0.75 -1.18 -0.27  C2 1.336, Si13 2.018, H31 1.053
13 Si -0.14 0.59 0.48  C6 1.879, C7 1.903, C8 1.878, N12 2.018
14 H -4.88 -2.54 -1.53  C1 1.124
15 H 3.17 0.70 -1.22  C3 1.085
16 H 1.69 0.10 -2.01  C3 1.152
17 H 1.59 1.87 -1.45  C3 1.130
18 H 3.47 1.68 0.74  C4 1.129
19 H 2.54 0.76 2.06  C4 1.096
20 H 1.91 2.34 1.40  C4 1.082
21 H 2.40 -1.26 1.42  C5 1.153
22 H 1.41 -1.61 -0.12  C5 1.149
23 H 3.16 -1.04 -0.35  C5 1.128
24 H 0.30 -0.15 2.74  C6 1.104
25 H -0.39 1.36 2.70  C6 1.015
26 H -1.32 -0.21 2.64  C6 1.064
27 H -1.89 1.96 -0.71  C7 1.103
28 H -0.14 2.59 -0.81  C7 1.090
29 H -0.75 1.26 -1.88  C7 1.127
30 H -2.39 -2.45 -2.25  N11 0.969
31 H -0.21 -1.29 -1.17  N12 1.053

***

Here are the calculated highest occupied orbital energy numbers, same order: -12.327, -7.873 (eV).
Here are the calculated electronic energy numbers, same order: -834807.848, -22424.988 (eV).